A cluster of 2 separate species, C4H9NO2 in total at a distorted geometry, computed with wB97M-V/def2-TZVPD.

The geometry in XYZ format:
```
16
Properties=species:S:1:pos:R:3:mulliken_charge:R:1
C 1.590 0.745 0.719 -1.48
C 0.288 0.029 0.381 0.37
C -0.878 1.017 0.254 -0.60
O -2.150 0.435 0.405 -0.52
N 0.402 -0.757 -0.849 -0.51
C -1.073 -2.460 -1.511 0.15
O -1.936 -2.230 -0.796 -0.26
H 2.415 0.025 0.752 0.37
H 1.536 1.262 1.682 0.39
H 1.819 1.485 -0.059 0.34
H 0.018 -0.665 1.188 0.26
H -0.803 1.769 1.047 0.36
H -0.785 1.550 -0.709 0.26
H -2.194 -0.357 -0.145 0.35
H 0.811 -0.234 -1.616 0.20
H 0.939 -1.613 -0.742 0.32
```

Summary:
Electronic energy: -363.0179 Eh
HOMO: -9.419 eV
2S+1: 1
Energy above the lowest of the compared OMol25 structures with the same formula, charge and spin: 177.5 kJ/mol
Frontier orbital gap: 10.43 eV
Max |F|: 1.53 eV/Å